Record 1
Molecular formula: C10H16
Method: DFT, ωB97M-V/def2-TZVPD

XYZ file:
```
26
Properties=species:S:1:pos:R:3
C 0.949 -1.731 -1.303
C 0.097 -0.923 -0.357
C 0.840 0.034 0.536
C 0.776 -0.035 1.911
C 1.304 0.979 2.714
C 1.941 2.051 2.128
C 2.148 2.042 0.750
C 1.657 1.026 -0.038
H 1.667 -2.417 -0.838
H 1.569 -1.166 -1.995
H 0.378 -2.416 -1.945
H -0.727 -0.415 -0.856
H -0.443 -1.636 0.275
H 0.250 -0.839 2.403
H 1.150 0.944 3.780
H 2.397 2.843 2.703
H 2.696 2.854 0.298
H 1.748 0.968 -1.115
C -3.027 -1.106 -2.273
C -4.543 -1.026 -2.208
H -2.624 -1.217 -1.271
H -2.757 -1.956 -2.885
H -2.550 -0.251 -2.761
H -4.932 -1.974 -1.847
H -4.977 -0.853 -3.196
H -4.859 -0.206 -1.567
```

Summary:
* SMILES string: CCc1ccccc1.CC
* orbital gap: 10.033 eV
* DFT total energy: -390.620903 Eh
* F_max: 1.59 eV/A
* energy relative to the best compared isomer or geometry (same formula, charge and spin): 9.40 kcal per mole

---

Record 2
Molecular formula: C10H16
Method: DFT, ωB97M-V/def2-TZVPD

XYZ file:
```
26
Properties=species:S:1:pos:R:3
C 0.545 -1.535 -1.924
C -0.068 -1.645 -0.566
C -1.455 -1.586 -0.420
C -2.030 -1.933 0.797
C -1.248 -2.389 1.855
C 0.129 -2.376 1.730
C 0.705 -1.909 0.560
H -0.198 -1.490 -2.717
H 1.269 -2.305 -2.205
H 1.157 -0.630 -2.041
H -2.048 -1.202 -1.239
H -3.098 -2.133 0.796
H -1.755 -2.680 2.769
H 0.751 -2.649 2.579
H 1.769 -1.721 0.507
C 1.040 1.914 -1.074
C 0.442 3.107 -0.294
C 0.091 2.798 1.164
H 0.848 1.051 -0.433
H 2.101 1.982 -1.308
H 0.489 1.819 -2.012
H 1.064 3.999 -0.296
H -0.467 3.362 -0.829
H -0.899 2.345 1.273
H 0.775 2.075 1.601
H 0.091 3.730 1.727
```

Summary:
* SMILES string: Cc1ccccc1.CCC
* orbital gap: 9.935 eV
* DFT total energy: -390.610359 Eh
* F_max: 1.50 eV/A
* energy relative to the best compared isomer or geometry (same formula, charge and spin): 16.01 kcal per mole

---

Record 3
Molecular formula: C10H16
Method: DFT, ωB97M-V/def2-TZVPD

XYZ file:
```
26
Properties=species:S:1:pos:R:3
C 1.610 -2.051 -1.871
C 1.019 -0.674 -1.679
C -0.262 -0.401 -2.155
C -0.813 0.868 -2.028
C -0.098 1.822 -1.318
C 1.068 1.493 -0.631
C 1.645 0.247 -0.852
H 1.514 -2.623 -0.952
H 2.669 -1.969 -2.155
H 1.231 -2.550 -2.762
H -0.839 -1.224 -2.557
H -1.743 1.215 -2.446
H -0.442 2.843 -1.242
H 1.574 2.278 -0.079
H 2.618 0.070 -0.398
C 0.061 -0.487 2.622
C -1.277 -0.425 1.878
C -1.786 1.019 1.765
H 0.138 -1.407 3.197
H 0.216 0.319 3.340
H 0.913 -0.513 1.942
H -1.282 -0.945 0.924
H -2.000 -0.950 2.509
H -1.052 1.607 1.215
H -2.583 1.045 1.005
H -2.096 1.395 2.730
```

Summary:
* SMILES string: Cc1ccccc1.CCC
* orbital gap: 10.086 eV
* DFT total energy: -390.614884 Eh
* F_max: 2.13 eV/A
* energy relative to the best compared isomer or geometry (same formula, charge and spin): 13.17 kcal per mole

---

Record 4
Molecular formula: C10H16
Method: DFT, ωB97M-V/def2-TZVPD

XYZ file:
```
26
Properties=species:S:1:pos:R:3
C -1.422 2.048 2.899
C -0.539 1.612 1.757
C -0.669 0.262 1.379
C 0.226 -0.251 0.454
C 1.307 0.511 0.023
C 1.497 1.813 0.467
C 0.529 2.367 1.305
H -1.501 1.261 3.646
H -2.466 2.108 2.546
H -1.145 3.076 3.138
H -1.534 -0.278 1.731
H 0.004 -1.243 0.096
H 2.011 0.041 -0.652
H 2.344 2.349 0.062
H 0.636 3.375 1.696
C -0.155 -1.108 -2.815
C -0.468 -2.623 -2.764
C 0.028 -3.362 -1.514
H -1.054 -0.681 -3.263
H -0.047 -0.651 -1.816
H 0.750 -0.820 -3.333
H -1.546 -2.748 -2.672
H 0.030 -3.053 -3.626
H 0.502 -4.341 -1.699
H 0.873 -2.853 -1.040
H -0.748 -3.680 -0.814
```

Summary:
* SMILES string: Cc1ccccc1.CCC
* orbital gap: 9.924 eV
* DFT total energy: -390.595735 Eh
* F_max: 2.04 eV/A
* energy relative to the best compared isomer or geometry (same formula, charge and spin): 25.19 kcal per mole

---

Record 5
Molecular formula: C10H16
Method: DFT, ωB97M-V/def2-TZVPD

XYZ file:
```
26
Properties=species:S:1:pos:R:3
C -1.818 -2.039 -0.047
C -0.614 -1.500 0.634
C -0.622 -0.897 1.864
C 0.495 -0.239 2.382
C 1.656 -0.210 1.659
C 1.772 -0.885 0.438
C 0.648 -1.469 -0.067
H -1.612 -2.504 -1.008
H -2.481 -1.198 -0.253
H -2.389 -2.720 0.586
H -1.564 -0.888 2.396
H 0.407 0.470 3.203
H 2.523 0.364 1.992
H 2.733 -0.858 -0.050
H 0.606 -1.926 -1.053
C -0.896 2.837 -0.991
C 0.220 2.316 -1.885
C -0.028 0.983 -2.528
H -1.758 3.278 -1.489
H -1.385 2.032 -0.420
H -0.485 3.537 -0.263
H 1.139 2.230 -1.271
H 0.364 3.055 -2.675
H 0.863 0.383 -2.657
H -0.569 1.034 -3.518
H -0.940 0.536 -2.122
```

Summary:
* SMILES string: Cc1ccccc1.CCC
* orbital gap: 9.941 eV
* DFT total energy: -390.602579 Eh
* F_max: 3.05 eV/A
* energy relative to the best compared isomer or geometry (same formula, charge and spin): 20.89 kcal per mole

---

Record 6
Molecular formula: C10H16
Method: DFT, ωB97M-V/def2-TZVPD

XYZ file:
```
26
Properties=species:S:1:pos:R:3
C 0.508 1.843 1.886
C 0.443 1.850 0.353
C 1.213 0.875 -0.359
C 1.181 0.687 -1.672
C 0.195 1.470 -2.422
C -0.656 2.325 -1.739
C -0.420 2.650 -0.398
H 0.595 2.848 2.291
H 1.217 1.241 2.363
H -0.474 1.568 2.248
H 1.993 0.405 0.306
H 1.731 -0.058 -2.163
H 0.028 1.144 -3.375
H -1.536 2.758 -2.297
H -0.995 3.342 0.230
C 0.586 -2.323 1.222
C -0.341 -2.699 0.042
C -1.596 -1.913 -0.064
H 0.562 -2.930 2.126
H 1.729 -2.224 0.921
H 0.351 -1.315 1.546
H -0.612 -3.728 0.274
H 0.251 -2.699 -0.890
H -2.000 -1.864 -1.129
H -1.628 -0.828 0.129
H -2.323 -2.426 0.570
```

Summary:
* SMILES string: Cc1ccccc1.CCC
* orbital gap: 9.839 eV
* DFT total energy: -390.580757 Eh
* F_max: 4.59 eV/A
* energy relative to the best compared isomer or geometry (same formula, charge and spin): 34.59 kcal per mole

---

Record 7
Molecular formula: C10H16
Method: DFT, ωB97M-V/def2-TZVPD

XYZ file:
```
26
Properties=species:S:1:pos:R:3
C 1.737 -0.752 2.015
C 0.813 0.354 1.661
C 1.328 1.622 1.305
C 0.501 2.546 0.711
C -0.898 2.381 0.649
C -1.421 1.198 1.119
C -0.557 0.225 1.635
H 2.774 -0.517 1.773
H 1.532 -1.712 1.549
H 1.841 -0.862 3.095
H 2.397 1.769 1.400
H 0.876 3.463 0.290
H -1.417 3.216 0.212
H -2.468 0.919 1.173
H -1.055 -0.711 1.858
C -1.681 -1.576 -1.352
C -0.652 -1.363 -2.461
C 0.606 -0.667 -1.939
H -2.152 -0.636 -1.095
H -2.378 -2.359 -1.662
H -1.143 -2.011 -0.504
H -0.247 -2.318 -2.824
H -1.082 -0.885 -3.344
H 1.280 -0.422 -2.735
H 0.435 0.303 -1.444
H 1.030 -1.204 -1.084
```

Summary:
* SMILES string: Cc1ccccc1.CCC
* orbital gap: 10.056 eV
* DFT total energy: -390.614139 Eh
* F_max: 1.82 eV/A
* energy relative to the best compared isomer or geometry (same formula, charge and spin): 13.64 kcal per mole

---

Record 8
Molecular formula: C10H16
Method: DFT, ωB97M-V/def2-TZVPD

XYZ file:
```
26
Properties=species:S:1:pos:R:3
C -2.392 -0.351 0.109
C -0.874 -0.074 0.060
C 0.038 -1.033 0.763
C 0.337 -0.971 2.115
C 1.188 -1.878 2.737
C 1.766 -2.888 1.985
C 1.573 -2.906 0.611
C 0.651 -2.055 0.029
H -2.941 0.256 0.833
H -2.703 -1.389 0.066
H -2.803 0.145 -0.782
H -0.615 0.076 -0.963
H -0.747 0.871 0.599
H -0.134 -0.182 2.690
H 1.303 -1.792 3.808
H 2.380 -3.622 2.490
H 2.158 -3.578 -0.005
H 0.459 -2.104 -1.027
C -0.387 2.535 -2.372
C 0.691 3.333 -1.632
H -0.911 1.835 -1.750
H -1.115 3.177 -2.871
H 0.096 2.032 -3.183
H 1.460 3.593 -2.360
H 1.194 2.763 -0.850
H 0.329 4.207 -1.102
```

Summary:
* SMILES string: CCc1ccccc1.CC
* orbital gap: 9.961 eV
* DFT total energy: -390.611054 Eh
* F_max: 2.00 eV/A
* energy relative to the best compared isomer or geometry (same formula, charge and spin): 15.58 kcal per mole